Computed, not measured: a structure of composition C38H45N2O2OsS2Se, with ωB97M-V with the def2-TZVPD basis set.

## Properties
Energy relative to the best compared isomer or geometry (same formula, charge and spin) (kJ/mol): 0.0
Largest force on an atom (eV/Å): 0.8
Multiplicity: 1
Total charge: -1
HOMO energy (alpha / beta) (eV): -5.21 / -5.21
Kohn-Sham gap (alpha / beta) (eV): 6.451 / 6.450
Total energy (Eh): -5023.6498

Last column: Löwdin charge in e.
Geometry (Å):
Os  -0.53  0.98  -0.11  0.87
C  5.75  -1.55  2.94  -0.07
C  5.68  -1.86  1.45  -0.56
C  6.93  -1.26  0.78  -0.05
C  5.71  -3.38  1.27  -0.05
C  4.43  -1.29  0.80  -0.18
C  3.47  -0.58  1.50  -0.06
C  2.33  -0.11  0.84  -0.38
Se  0.98  0.79  1.87  1.15
C  0.11  -0.78  2.51  -0.39
C  0.31  -1.23  3.81  -0.06
C  -0.25  -2.43  4.22  -0.18
C  -1.00  -3.13  3.26  0.02
C  -1.21  -2.71  1.96  -0.08
C  -0.62  -1.48  1.56  -0.37
O  -0.75  -1.03  0.33  -0.30
C  -2.03  -3.53  0.96  -0.53
C  -1.14  -3.95  -0.22  -0.04
C  -2.60  -4.80  1.60  -0.08
C  -3.22  -2.69  0.46  -0.03
C  -0.09  -3.00  5.62  -0.56
C  -1.46  -3.17  6.28  -0.05
C  0.61  -4.37  5.54  -0.05
C  0.76  -2.09  6.52  -0.07
C  2.11  -0.29  -0.53  -0.37
O  1.05  0.20  -1.15  -0.33
C  3.09  -1.01  -1.26  -0.07
C  4.20  -1.48  -0.57  0.02
C  2.91  -1.26  -2.76  -0.53
C  4.07  -2.06  -3.35  -0.08
C  1.62  -2.07  -3.00  -0.04
C  2.84  0.08  -3.51  -0.04
H  6.66  -1.97  3.37  0.08
H  4.90  -1.98  3.48  0.08
H  5.75  -0.47  3.13  0.09
H  7.84  -1.66  1.23  0.08
H  6.94  -0.17  0.89  0.09
H  6.96  -1.48  -0.29  0.08
H  6.60  -3.80  1.73  0.08
H  5.70  -3.67  0.22  0.08
H  4.83  -3.83  1.75  0.09
H  3.57  -0.39  2.56  0.10
H  0.91  -0.63  4.49  0.10
H  -1.45  -4.07  3.57  0.09
H  -0.31  -4.57  0.13  0.09
H  -0.74  -3.08  -0.73  0.07
H  -1.73  -4.54  -0.93  0.08
H  -1.82  -5.47  1.94  0.08
H  -3.20  -5.33  0.85  0.08
H  -3.25  -4.57  2.44  0.08
H  -2.88  -1.78  -0.04  0.07
H  -3.86  -2.40  1.29  0.09
H  -3.81  -3.27  -0.25  0.08
H  -2.10  -3.84  5.70  0.08
H  -1.97  -2.21  6.35  0.09
H  -1.36  -3.59  7.28  0.08
H  0.03  -5.07  4.94  0.08
H  0.73  -4.80  6.54  0.08
H  1.59  -4.27  5.08  0.09
H  0.31  -1.10  6.63  0.09
H  1.77  -1.96  6.12  0.08
H  0.85  -2.54  7.51  0.08
H  4.94  -2.03  -1.13  0.09
H  4.17  -3.04  -2.89  0.08
H  5.02  -1.53  -3.25  0.08
H  3.88  -2.21  -4.42  0.08
H  1.68  -3.04  -2.50  0.09
H  1.49  -2.24  -4.07  0.08
H  0.75  -1.54  -2.62  0.07
H  3.77  0.64  -3.37  0.09
H  2.01  0.69  -3.15  0.08
H  2.70  -0.10  -4.58  0.08
S  -2.24  1.77  1.07  0.70
C  -3.51  2.04  -0.05  -0.71
C  -4.73  2.61  0.44  -0.28
N  -5.71  3.07  0.84  0.15
C  -3.33  1.72  -1.37  -0.72
S  -1.87  1.05  -1.93  0.74
C  -4.36  1.95  -2.34  -0.27
N  -5.18  2.13  -3.13  0.15
C  1.51  5.32  -1.22  -0.12
C  0.14  5.16  -1.14  -0.11
C  -0.41  3.92  -0.83  -0.15
C  0.39  2.80  -0.58  -0.35
C  1.77  2.99  -0.68  -0.13
C  2.32  4.22  -0.98  -0.10
H  1.94  6.29  -1.46  0.09
H  -0.52  6.00  -1.33  0.10
H  -1.49  3.84  -0.78  0.06
H  2.44  2.16  -0.52  0.08
H  3.40  4.32  -1.04  0.09